C39H31AsBeN2S | ωB97M-V/def2-TZVPD

For the LUMO energy, the calculation gives 0.01 eV. The gap between HOMO and LUMO comes out at 6.757 eV. The value obtained for the relative energy (zero: lowest compared OMol25 entry of this formula, charge and spin) is 0.0000 eV. The value obtained for the HOMO energy is -6.75 eV. The charge is 0.

Positions of all 75 atoms, in Å:
1 Be 12.597 10.304 9.279
2 S 10.812 8.851 12.840
3 C 11.894 10.117 13.406
4 C 12.559 10.730 12.357
5 C 12.255 10.205 11.081
6 C 11.301 9.204 11.194
7 C 10.956 8.391 10.020
8 C 10.169 7.267 9.940
9 C 10.025 6.620 8.745
10 C 10.628 7.089 7.585
11 C 11.379 8.246 7.684
12 N 11.558 8.868 8.883
13 H 12.007 10.369 14.434
14 H 13.339 11.446 12.450
15 H 9.641 6.913 10.806
16 H 9.438 5.716 8.646
17 H 10.582 6.495 6.694
18 H 11.913 8.738 6.900
19 C 10.207 15.437 5.843
20 C 9.098 14.857 6.414
21 C 9.281 13.861 7.382
22 C 10.579 13.466 7.740
23 C 11.683 14.057 7.125
24 C 11.497 14.985 6.109
25 As 11.023 12.185 9.091
26 C 11.461 13.417 10.557
27 C 12.797 13.586 10.913
28 C 13.191 14.573 11.807
29 C 12.225 15.355 12.390
30 C 10.907 15.209 12.018
31 C 10.517 14.290 11.061
32 C 9.278 11.497 9.610
33 C 8.880 11.459 10.950
34 C 7.670 10.831 11.250
35 C 6.824 10.390 10.234
36 C 7.287 10.381 8.916
37 C 8.521 10.899 8.639
38 H 10.093 16.154 5.073
39 H 8.108 15.267 6.242
40 H 8.465 13.261 7.769
41 H 12.675 13.670 7.353
42 H 12.350 15.306 5.532
43 H 13.558 12.938 10.475
44 H 14.260 14.710 12.018
45 H 12.514 16.178 13.041
46 H 10.148 15.873 12.448
47 H 9.503 14.223 10.734
48 H 9.543 11.880 11.683
49 H 7.350 10.805 12.262
50 H 5.852 9.960 10.453
51 H 6.686 9.993 8.085
52 H 8.841 10.863 7.622
53 C 16.417 6.937 9.336
54 C 16.661 7.728 8.241
55 C 15.880 8.843 7.970
56 C 14.845 9.221 8.819
57 C 14.602 8.385 9.955
58 C 15.330 7.208 10.122
59 N 14.052 10.341 8.570
60 C 14.465 11.311 7.620
61 C 13.702 11.582 6.480
62 C 14.204 12.430 5.481
63 C 15.430 13.046 5.644
64 C 16.171 12.747 6.785
65 C 15.745 11.904 7.755
66 H 16.923 6.010 9.491
67 H 17.513 7.495 7.560
68 H 16.104 9.406 7.109
69 H 13.826 8.578 10.653
70 H 15.113 6.613 10.980
71 H 12.793 11.013 6.375
72 H 13.637 12.621 4.603
73 H 15.786 13.742 4.876
74 H 17.174 13.145 6.934
75 H 16.308 11.683 8.652